A 8-piece molecular cluster, C34H69BNO10 overall in a non-equilibrium geometry. Source: OMol25; level of theory: ωB97M-V/def2-TZVPD.

CARTESIAN COORDINATES (ANGSTROEM)
C (6.29289, 1.81185, 1.81703)
C (5.06423, 1.56085, 2.68963)
C (3.76074, 2.14736, 2.14692)
C (3.10503, 1.43173, 0.90065)
B (3.53963, 2.28176, -0.37216)
O (2.64284, 3.21810, -0.90547)
O (4.76951, 2.12788, -0.95027)
C (4.85658, 2.34765, -2.35907)
C (1.58009, 1.49358, 1.12580)
C (0.73553, 0.46451, 0.34189)
C (-0.42213, 1.21770, -0.35006)
C (0.08011, -0.53529, 1.29969)
N (1.52912, -0.20171, -0.70765)
O (1.62503, 0.47216, -1.79968)
C (2.77547, -0.86656, -0.26895)
C (2.49379, -2.30133, 0.24673)
C (3.71490, -1.02217, -1.47678)
C (3.53037, -0.03960, 0.80393)
H (6.30649, 2.87108, 1.56246)
H (7.20490, 1.61126, 2.37728)
H (6.29954, 1.20679, 0.91646)
H (5.26422, 2.07608, 3.63232)
H (4.96843, 0.51150, 2.95841)
H (3.96570, 3.18838, 1.87837)
H (3.04141, 2.18344, 2.96506)
H (2.02237, 2.71097, -1.46127)
H (5.24583, 3.33918, -2.58047)
H (3.90655, 2.19002, -2.86290)
H (5.55377, 1.61654, -2.76564)
H (1.40729, 1.32059, 2.18916)
H (1.18560, 2.48657, 0.92857)
H (-1.07855, 1.57357, 0.44264)
H (-0.96789, 0.57272, -1.03227)
H (-0.06938, 2.10739, -0.85849)
H (-0.45799, -1.30887, 0.75359)
H (0.79248, -0.99907, 1.97962)
H (-0.64728, 0.01112, 1.89358)
H (2.75350, -3.01653, -0.53028)
H (3.12491, -2.53324, 1.10000)
H (1.44315, -2.46614, 0.46276)
H (4.42573, -1.80290, -1.20602)
H (3.18522, -1.37187, -2.35663)
H (4.29390, -0.12626, -1.66708)
H (4.58802, -0.15192, 0.58325)
H (3.37859, -0.48772, 1.78876)
C (0.22547, -6.02361, -3.14248)
C (0.88212, -5.47215, -1.89908)
O (2.04263, -5.12631, -1.90147)
C (0.01996, -5.36133, -0.67097)
H (0.94650, -6.04696, -3.95657)
H (-0.13853, -7.03491, -2.95495)
H (-0.61915, -5.39431, -3.42762)
H (-0.35995, -6.34326, -0.38599)
H (-0.82445, -4.69949, -0.86119)
H (0.61316, -4.95582, 0.14711)
C (-4.97007, -4.64114, -1.55192)
C (-3.77323, -3.94987, -0.95960)
O (-2.84694, -4.56794, -0.47907)
C (-3.77366, -2.44047, -0.98614)
H (-4.84943, -5.71807, -1.46803)
H (-5.87290, -4.34908, -1.01573)
H (-5.07254, -4.37104, -2.60492)
H (-4.63374, -2.05927, -0.43350)
H (-3.83234, -2.08446, -2.01581)
H (-2.85993, -2.06488, -0.53003)
C (0.53967, 5.57854, -0.72159)
C (-0.67855, 5.59260, -1.60908)
O (-1.26622, 4.57319, -1.89220)
C (-1.13377, 6.93328, -2.13402)
H (0.75727, 4.56068, -0.42007)
H (1.40163, 5.97691, -1.25824)
H (0.35970, 6.18610, 0.16786)
H (-0.34070, 7.38748, -2.73060)
H (-1.38101, 7.59740, -1.30473)
H (-2.01602, 6.79961, -2.75628)
C (-7.25068, -5.18409, 2.65886)
C (-8.07928, -5.33132, 1.41141)
O (-7.57178, -5.44984, 0.31773)
C (-9.57628, -5.31582, 1.58940)
H (-6.19376, -5.20795, 2.39965)
H (-7.49226, -4.23312, 3.13681)
H (-7.46694, -5.99841, 3.35274)
H (-9.88243, -4.37233, 2.04445)
H (-9.88339, -6.13616, 2.23999)
H (-10.06052, -5.42559, 0.62168)
C (-2.66721, 6.91112, -6.73445)
C (-1.88529, 8.17562, -6.47312)
O (-2.40881, 9.15700, -6.00104)
C (-0.41709, 8.15743, -6.82601)
H (-3.70276, 7.05812, -6.43751)
H (-2.63150, 6.66077, -7.79590)
H (-2.24526, 6.08351, -6.16151)
H (-0.28970, 7.95824, -7.89115)
H (0.09532, 7.37934, -6.25762)
H (0.02434, 9.12242, -6.58863)
C (-7.17774, -0.36825, 3.55402)
C (-8.16484, -1.27509, 4.24497)
O (-8.48717, -2.33969, 3.76742)
C (-8.73203, -0.79633, 5.55728)
H (-6.84827, -0.82800, 2.62521)
H (-7.64473, 0.59251, 3.33245)
H (-6.31280, -0.19854, 4.19701)
H (-9.25946, 0.14787, 5.41378)
H (-7.92735, -0.64329, 6.27798)
H (-9.42517, -1.53775, 5.94701)
C (7.99601, -2.59959, 3.36614)
C (8.71215, -1.31993, 3.72494)
O (8.11678, -0.36417, 4.16273)
C (10.20591, -1.28992, 3.50847)
H (6.93300, -2.48937, 3.56709)
H (8.13931, -2.82484, 2.30808)
H (8.38902, -3.42775, 3.95805)
H (10.43485, -1.46450, 2.45599)
H (10.68650, -2.06609, 4.10617)
H (10.59607, -0.31875, 3.80301)

Multiplicity: 2
F_max in hartree/bohr: 0.02722
Total charge: 0
E_LUMO (spin up / spin down) in eV: 0.433 / 0.423
Expectation value of S²: 0.75
Molar mass in g mol⁻¹: 662.735
Energy in eV: -59018.7559
HOMO (spin up / spin down) in eV: -8.1217 / -9.2092

A 15-piece molecular cluster, C34H70Cl30N6O11P2 overall in a non-equilibrium geometry. Source: OMol25; level of theory: ωB97M-V/def2-TZVPD.

CARTESIAN COORDINATES (ANGSTROEM)
C (21.16288, 12.75071, 11.25105)
Cl (21.57529, 12.59159, 9.50556)
Cl (22.55111, 12.49318, 12.26836)
Cl (19.84574, 11.69233, 11.66245)
H (20.81803, 13.74320, 11.30647)
C (22.42309, 15.52073, 16.75926)
Cl (22.17267, 15.69517, 15.02342)
Cl (23.55991, 16.75779, 17.22322)
Cl (23.17089, 13.95718, 17.09842)
H (21.50615, 15.75398, 17.38658)
C (19.03320, 16.23173, 11.32082)
Cl (17.94306, 15.24061, 10.30278)
Cl (20.49360, 16.45714, 10.37704)
Cl (19.30469, 15.36509, 12.86608)
H (18.67281, 17.22012, 11.36433)
C (15.48822, 18.45364, 11.68215)
Cl (14.76385, 17.50682, 10.30750)
Cl (16.92064, 19.26361, 11.06947)
Cl (15.93258, 17.43982, 13.06471)
H (14.70478, 19.15063, 12.11998)
C (17.15478, 17.17836, 22.42734)
Cl (18.26555, 16.62651, 23.61926)
Cl (17.55493, 16.43899, 20.89130)
Cl (17.26676, 18.99818, 22.40436)
H (16.06849, 16.95460, 22.62717)
C (19.52897, 11.23759, 17.52804)
Cl (20.38667, 9.95565, 18.33101)
Cl (20.14564, 11.54033, 15.84948)
Cl (19.53623, 12.78851, 18.41168)
H (18.52756, 10.96846, 17.29754)
C (16.21009, 9.24681, 16.59533)
Cl (17.57725, 8.22321, 16.38348)
Cl (14.67439, 8.36553, 16.37368)
Cl (16.36509, 10.73873, 15.58756)
H (16.19140, 9.60553, 17.59436)
C (17.90100, 15.78580, 16.18041)
Cl (18.64794, 16.04744, 17.71839)
Cl (16.33628, 16.66727, 16.05710)
Cl (17.72862, 14.08729, 15.86262)
H (18.63609, 16.25663, 15.48394)
C (17.77826, 20.69392, 15.61575)
Cl (18.87265, 19.73737, 14.75782)
Cl (17.68045, 20.25456, 17.35534)
Cl (16.14568, 20.66722, 14.80948)
H (18.19327, 21.68100, 15.69604)
C (13.02541, 18.63686, 19.29478)
Cl (11.43015, 18.76846, 18.48695)
Cl (12.86978, 18.92208, 21.00148)
Cl (14.07620, 19.74048, 18.47790)
H (13.39737, 17.60322, 19.15909)
C (16.27354, 7.13370, 21.64238)
C (16.34591, 8.28667, 20.65637)
O (16.56693, 9.53303, 21.43610)
C (16.59180, 10.64587, 20.77100)
O (16.97886, 10.77605, 19.63896)
O (16.23403, 11.58761, 21.65337)
C (16.32187, 12.99606, 21.23016)
H (15.26966, 7.12412, 22.03071)
H (16.92590, 7.30013, 22.49353)
H (16.55592, 6.21194, 21.09004)
H (15.43854, 8.38552, 20.08088)
H (17.17597, 8.16872, 19.89522)
H (16.38983, 13.55925, 22.18829)
H (15.38411, 13.19180, 20.66775)
H (17.18690, 13.21622, 20.69686)
C (12.80953, 9.29626, 13.17134)
C (12.36640, 10.68735, 12.69204)
O (13.16262, 11.71481, 13.41006)
C (14.39168, 11.80130, 12.84407)
O (14.95453, 11.02935, 12.15640)
O (14.85300, 12.99966, 13.28414)
C (15.96068, 13.50652, 12.62341)
H (12.29591, 9.09713, 14.05000)
H (13.86675, 9.03877, 13.09064)
H (12.34082, 8.63024, 12.43790)
H (11.36766, 10.97874, 12.92679)
H (12.55334, 10.88404, 11.67695)
H (15.83229, 13.30700, 11.57137)
H (16.95337, 13.03755, 12.71082)
H (16.05299, 14.53426, 12.83654)
C (23.18371, 14.14023, 22.27544)
C (21.76365, 14.51217, 21.85738)
O (21.44235, 15.88400, 22.04966)
C (21.34440, 16.58153, 20.90845)
O (21.49603, 16.15413, 19.79656)
O (20.96675, 17.85850, 21.21086)
C (20.88498, 18.59566, 19.91474)
H (23.17601, 13.07824, 22.50140)
H (23.37456, 14.58044, 23.25672)
H (23.87976, 14.45834, 21.49719)
H (21.04831, 13.98100, 22.46823)
H (21.60446, 14.18139, 20.81591)
H (21.08231, 19.59396, 20.22181)
H (19.90289, 18.41532, 19.48111)
H (21.58321, 18.20898, 19.20412)
O (10.36544, 13.17955, 19.88406)
P (11.72384, 13.74195, 20.11796)
N (12.97061, 12.63466, 20.26370)
C (12.93616, 11.82218, 21.48820)
C (13.31477, 11.83496, 19.13282)
N (11.73166, 14.51615, 21.59018)
C (10.52777, 14.49461, 22.38040)
C (12.88219, 15.25139, 22.16113)
N (12.27862, 14.63617, 18.81712)
C (11.37174, 14.91062, 17.77489)
C (13.67314, 14.90702, 18.39195)
H (12.55913, 12.40211, 22.29822)
H (13.89858, 11.38868, 21.69105)
H (12.24250, 10.94775, 21.42509)
H (14.31015, 11.32383, 19.30233)
H (13.39219, 12.44513, 18.24021)
H (12.59625, 11.00129, 18.79350)
H (9.74462, 13.91172, 21.84534)
H (10.65158, 13.96238, 23.26861)
H (10.19024, 15.51148, 22.63238)
H (13.21153, 14.93597, 23.22715)
H (13.70392, 15.22858, 21.45980)
H (12.57268, 16.29505, 22.19737)
H (11.53911, 14.27832, 16.92867)
H (10.30452, 14.78253, 18.02944)
H (11.58628, 15.91431, 17.41098)
H (14.31615, 14.78896, 19.26488)
H (13.68282, 15.94287, 18.15118)
H (14.03721, 14.34380, 17.55875)
O (13.12312, 19.33996, 12.81353)
P (11.73203, 18.79315, 12.67568)
N (10.66398, 19.58799, 13.68442)
C (10.85168, 21.02076, 13.93396)
C (9.36046, 19.05867, 14.06171)
N (11.53774, 17.21881, 13.21204)
C (11.69830, 16.89200, 14.67402)
C (12.04346, 16.00879, 12.49464)
N (11.25763, 18.73963, 11.11320)
C (11.87115, 19.46090, 10.05896)
C (9.85526, 18.47488, 10.73693)
H (11.79118, 21.37659, 13.35589)
H (11.16036, 21.29288, 14.94343)
H (10.06860, 21.71170, 13.65537)
H (8.64606, 19.85200, 13.94962)
H (9.33148, 18.74004, 15.11495)
H (9.03571, 18.28015, 13.45055)
H (12.55316, 16.19835, 14.88250)
H (11.86985, 17.81489, 15.25736)
H (10.72874, 16.40472, 14.98382)
H (13.07176, 15.76275, 12.81376)
H (11.33315, 15.18201, 12.69170)
H (12.10478, 16.18149, 11.45642)
H (11.86464, 18.85030, 9.16199)
H (11.31709, 20.35680, 9.73973)
H (12.91118, 19.76316, 10.30252)
H (9.49666, 17.57204, 11.15637)
H (9.94729, 18.26067, 9.63273)
H (9.26386, 19.36718, 10.77921)

Multiplicity: 1
F_max in hartree/bohr: 0.07242
Total charge: 0
E_LUMO in eV: 0.309
Molar mass in g mol⁻¹: 1864.503
Energy in eV: -462108.1913
HOMO in eV: -8.9128

C34H71Br2N5O9P2 as an isolated structure in a non-equilibrium geometry. Source: OMol25; level of theory: ωB97M-V/def2-TZVPD.

CARTESIAN COORDINATES (ANGSTROEM)
C (1.30128, 1.16047, 0.48054)
C (0.97753, 1.51949, -0.98598)
P (1.04782, 3.29687, -1.44263)
C (2.70829, 3.98313, -0.97712)
C (-0.14378, 4.27561, -0.36269)
Br (0.13666, 6.15372, -0.81051)
O (0.05294, 3.93580, 1.00466)
C (-0.20176, 4.93027, 1.98451)
C (-1.67379, 5.48801, 2.00431)
Br (-2.17158, 5.88179, 3.94208)
N (-2.60111, 4.62722, 1.37239)
C (-3.97787, 5.13807, 1.34417)
C (-4.58087, 5.13430, -0.08929)
C (-6.01064, 4.60491, -0.02368)
O (-6.78265, 5.13003, 0.72938)
N (-6.45171, 3.49608, -0.84492)
C (-5.89758, 2.23408, -0.41837)
C (-6.73007, 1.29477, 0.13150)
C (-6.28556, 0.06745, 0.54185)
C (-4.95302, -0.22546, 0.41956)
C (-4.09295, 0.70530, -0.09773)
C (-4.56294, 1.91629, -0.52832)
P (0.11657, 4.13691, 3.66833)
C (-0.57379, 2.42321, 3.56562)
O (1.78224, 3.96995, 3.91812)
H (1.97684, 1.86705, 0.96509)
H (1.64128, 0.12982, 0.61047)
H (0.36877, 1.22922, 1.05149)
H (1.73998, 1.02741, -1.60700)
H (0.03229, 1.06092, -1.28100)
H (2.79722, 4.14978, 0.09803)
H (2.78552, 4.91644, -1.53109)
H (3.48183, 3.31460, -1.35783)
H (-1.14226, 3.97852, -0.68303)
H (0.49905, 5.77024, 1.98252)
H (-1.68451, 6.46170, 1.52199)
H (-2.58507, 3.71325, 1.80788)
H (-4.05427, 6.14926, 1.73738)
H (-4.59048, 4.51224, 1.99651)
H (-4.66305, 6.17492, -0.41545)
H (-3.95561, 4.61738, -0.81213)
H (-6.25777, 3.65370, -1.82912)
H (-7.77838, 1.54387, 0.25442)
H (-7.00090, -0.62698, 0.96105)
H (-4.63079, -1.20630, 0.74971)
H (-3.04267, 0.44455, -0.15444)
H (-3.82386, 2.59568, -0.93255)
H (-1.45582, 2.34669, 2.92614)
H (0.15836, 1.69982, 3.18658)
H (-0.87052, 2.09460, 4.56328)
H (1.93210, 3.06376, 4.22565)
C (0.32458, 7.76146, 11.41259)
O (1.15371, 7.02265, 10.53606)
C (1.18508, 5.62505, 10.80146)
C (0.45943, 4.84099, 9.72510)
N (-0.98094, 5.05890, 9.78241)
C (-1.71613, 4.56400, 8.61864)
C (-1.38655, 5.14993, 7.24707)
O (-1.75883, 6.50696, 7.08286)
C (-0.83352, 7.45067, 7.58676)
H (0.53424, 8.81796, 11.25096)
H (-0.73706, 7.58937, 11.20657)
H (0.53609, 7.51993, 12.45805)
H (0.79185, 5.39458, 11.79589)
H (2.23807, 5.32922, 10.78522)
H (0.66461, 3.77445, 9.86110)
H (0.88105, 5.14684, 8.75901)
H (-1.15919, 6.05055, 9.86832)
H (-2.77424, 4.75748, 8.81279)
H (-1.59736, 3.47607, 8.57324)
H (-1.97637, 4.59380, 6.51363)
H (-0.33852, 5.00274, 6.96190)
H (0.19902, 7.10697, 7.48876)
H (-1.05099, 7.69504, 8.63030)
H (-0.94774, 8.36951, 7.01049)
C (4.47734, -4.80421, -1.81137)
O (4.29020, -4.57027, -3.19379)
C (3.20594, -5.29597, -3.76816)
C (2.05650, -4.37467, -4.12210)
N (1.39275, -3.86217, -2.92754)
C (0.46365, -2.76177, -3.17601)
C (1.01089, -1.47125, -3.78293)
O (1.87319, -0.73890, -2.92911)
C (3.22077, -1.17788, -2.90985)
H (5.43603, -4.36971, -1.53074)
H (3.69705, -4.32507, -1.21009)
H (4.50142, -5.87465, -1.58874)
H (2.87773, -6.11550, -3.12154)
H (3.58018, -5.73499, -4.69434)
H (1.33136, -4.92655, -4.72671)
H (2.46651, -3.56538, -4.73938)
H (2.09488, -3.53995, -2.27502)
H (0.01658, -2.50672, -2.21124)
H (-0.34731, -3.13139, -3.81182)
H (0.15410, -0.81607, -3.96382)
H (1.48110, -1.62818, -4.76023)
H (3.54214, -1.56442, -3.87923)
H (3.37625, -1.93212, -2.13439)
H (3.84690, -0.32137, -2.65440)
C (-0.18538, -10.68126, -8.87929)
O (0.49601, -10.97730, -7.67465)
C (1.78410, -11.55380, -7.85906)
C (2.88345, -10.58189, -7.47682)
N (2.97878, -9.48045, -8.42751)
C (3.81656, -8.36719, -7.98502)
C (3.41922, -7.62117, -6.71289)
O (2.22567, -6.86604, -6.82137)
C (1.02483, -7.59387, -6.63727)
H (-1.21694, -10.44325, -8.62353)
H (0.24880, -9.81358, -9.38722)
H (-0.18347, -11.53843, -9.55806)
H (1.91748, -11.92571, -8.87890)
H (1.84037, -12.41232, -7.18385)
H (3.83872, -11.11492, -7.45118)
H (2.66559, -10.22757, -6.46097)
H (2.05040, -9.12288, -8.60880)
H (3.82753, -7.64069, -8.80121)
H (4.84300, -8.73072, -7.87238)
H (4.20900, -6.89185, -6.51268)
H (3.38248, -8.27430, -5.83245)
H (1.14191, -8.40389, -5.91324)
H (0.65724, -7.99076, -7.58671)
H (0.26920, -6.90253, -6.26183)

Multiplicity: 1
F_max in hartree/bohr: 0.04024
Total charge: 0
E_LUMO in eV: 0.412
Molar mass in g mol⁻¹: 915.724
Energy in eV: -220943.9626
HOMO in eV: -7.2555